Entry 1:
C13H30BN2O3 | wB97M-V/def2-TZVPD

Kohn-Sham gap: 10.256 eV
Charge: +1
LUMO level: -0.0880 Eh
SMILES string: CCCCC[C@@]1(CB(O)O)CNCC[N@@H+]1C[C@H](C)O
2S+1: 1
Energy relative to the best compared isomer or geometry (same formula, charge and spin): 0.0 kcal per mole

Last column: natural (NBO) charge in e.
Element x y z (Å)
C (-4.645, 2.736, 0.147)  -0.6041
C (-3.945, 1.464, 0.630)  -0.4012
C (-2.518, 1.714, 1.162)  -0.3914
C (-1.448, 1.006, 0.318)  -0.4103
C (-1.275, -0.466, 0.723)  -0.4377
C (0.140, -1.100, 0.563)  0.1949
C (0.936, -0.868, 1.869)  -0.8046
B (1.372, 0.619, 2.252)  1.1315
O (2.697, 0.969, 2.207)  -0.8762
O (0.474, 1.593, 2.592)  -0.9196
C (0.024, -2.644, 0.378)  -0.2442
N (0.007, -3.128, -0.993)  -0.5930
C (-0.612, -2.203, -1.915)  -0.2510
C (0.011, -0.795, -1.905)  -0.2360
N (0.825, -0.534, -0.656)  -0.3981
C (2.251, -0.996, -0.824)  -0.2348
C (3.223, 0.186, -0.886)  0.0682
C (3.344, 0.768, -2.291)  -0.6419
O (4.466, -0.329, -0.439)  -0.7157
H (-5.719, 2.561, 0.084)  0.2191
H (-4.323, 3.019, -0.854)  0.2030
H (-4.498, 3.560, 0.841)  0.2083
H (-4.567, 1.006, 1.398)  0.2100
H (-3.927, 0.755, -0.201)  0.1855
H (-2.325, 2.783, 1.103)  0.2160
H (-2.449, 1.383, 2.195)  0.2099
H (-1.797, 1.075, -0.714)  0.1973
H (-0.513, 1.567, 0.371)  0.1982
H (-1.516, -0.549, 1.779)  0.2375
H (-1.991, -1.087, 0.186)  0.2189
H (1.821, -1.505, 1.875)  0.2200
H (0.298, -1.242, 2.670)  0.2699
H (3.267, 0.199, 2.186)  0.4951
H (0.620, 1.973, 3.459)  0.5206
H (-0.867, -2.966, 0.916)  0.2187
H (0.876, -3.113, 0.864)  0.2102
H (0.940, -3.353, -1.304)  0.3606
H (-1.665, -2.115, -1.651)  0.2058
H (-0.589, -2.612, -2.921)  0.2364
H (0.652, -0.636, -2.765)  0.2246
H (-0.778, -0.054, -1.964)  0.2351
H (0.873, 0.483, -0.592)  0.4486
H (2.342, -1.553, -1.753)  0.2258
H (2.536, -1.661, -0.020)  0.2410
H (2.892, 0.981, -0.214)  0.1841
H (3.685, 1.799, -2.248)  0.2338
H (2.393, 0.771, -2.825)  0.1989
H (4.059, 0.180, -2.862)  0.2420
H (4.944, 0.358, 0.030)  0.4902



Entry 2:
C3H4O2 | wB97M-V/def2-TZVPD

Kohn-Sham gap: 8.206 eV
LUMO level: 0.0175 Eh
SMILES string: OCC1=CO1
2S+1: 1
Energy relative to the best compared isomer or geometry (same formula, charge and spin): 132.5 kcal per mole

Last column: natural (NBO) charge in e.
Element x y z (Å)
C (1.646, 0.385, 0.514)  0.0742
C (0.459, 0.719, 0.051)  0.1528
C (-0.955, 0.008, -0.593)  -0.0243
O (0.759, 0.904, 1.501)  -0.5794
O (-0.764, -1.339, -0.541)  -0.6978
H (2.679, 0.442, 0.448)  0.2119
H (-0.972, 0.454, -1.577)  0.1961
H (-1.760, 0.221, -0.040)  0.1789
H (-1.092, -1.795, 0.237)  0.4877



Entry 3:
C9H24O9S3Sn | wB97M-V/def2-TZVPD

Kohn-Sham gap (spin up / spin down): 6.072 / 9.140 eV
Charge: +1
LUMO level (spin up / spin down): -0.1695 / -0.1644 Eh
2S+1: 2
Energy relative to the best compared isomer or geometry (same formula, charge and spin): 20.3 kcal per mole
<S²>: 0.75

Last column: natural (NBO) charge in e.
Element x y z (Å)
Sn (-0.934, -17.865, -29.325)  0.9547
O (-2.081, -19.712, -24.735)  -0.8682
S (-1.019, -18.831, -25.102)  2.3567
O (-1.075, -18.222, -26.408)  -1.0100
O (-0.732, -17.685, -23.965)  -0.6779
C (0.051, -16.605, -24.346)  -0.0813
C (0.389, -15.832, -23.080)  -0.6360
C (0.574, -19.820, -25.046)  -0.8602
H (-0.530, -16.032, -25.069)  0.1794
H (1.027, -16.784, -24.798)  0.1767
H (-0.558, -15.631, -22.578)  0.2350
H (1.194, -15.117, -23.249)  0.2255
H (0.857, -16.561, -22.418)  0.2244
H (1.461, -19.230, -25.280)  0.2406
H (0.517, -20.577, -25.828)  0.2507
H (0.653, -20.392, -24.122)  0.2609
O (0.686, -19.256, -31.274)  -0.9746
S (1.493, -19.666, -32.443)  2.2745
O (1.614, -21.106, -32.803)  -0.8930
O (1.054, -18.847, -33.808)  -0.6958
C (1.436, -19.321, -35.062)  -0.0760
C (0.534, -18.501, -35.996)  -0.6301
C (3.307, -19.114, -32.203)  -0.8154
H (1.162, -20.376, -35.071)  0.2090
H (2.511, -19.186, -35.183)  0.1837
H (0.898, -17.474, -35.963)  0.2145
H (-0.470, -18.395, -35.587)  0.2261
H (0.391, -18.858, -37.016)  0.2364
H (3.821, -19.889, -32.772)  0.2566
H (3.662, -19.194, -31.176)  0.2542
H (3.466, -18.122, -32.625)  0.2461
O (0.476, -12.668, -28.683)  -0.8549
S (0.786, -13.925, -28.022)  2.2504
O (0.228, -15.266, -28.391)  -0.9468
O (2.500, -14.157, -27.951)  -0.7086
C (3.282, -12.958, -27.706)  -0.0958
C (4.087, -12.550, -28.991)  -0.6215
C (0.780, -13.630, -26.127)  -0.8095
H (3.901, -12.932, -26.808)  0.2004
H (2.596, -12.115, -27.619)  0.1909
H (4.710, -13.385, -29.311)  0.2182
H (4.532, -11.598, -28.701)  0.2237
H (3.425, -12.295, -29.819)  0.2188
H (1.573, -14.253, -25.714)  0.2461
H (-0.189, -13.955, -25.747)  0.2387
H (0.861, -12.577, -25.858)  0.2625



Entry 4:
C20H20N2O3 | wB97M-V/def2-TZVPD

Kohn-Sham gap: 7.974 eV
LUMO level: -0.0050 Eh
SMILES string: COc1ccc(C=C2C(=O)c3ccccc3C2=O)cc1.C=NN(C)C
2S+1: 1
Energy relative to the best compared isomer or geometry (same formula, charge and spin): 166.7 kcal per mole

Last column: natural (NBO) charge in e.
Element x y z (Å)
C (2.543, 0.887, -2.146)  -0.4589
N (2.183, -0.430, -1.589)  -0.2109
C (3.169, -0.767, -0.552)  -0.4086
N (2.290, -1.404, -2.699)  -0.3130
C (1.372, -1.395, -3.584)  -0.0760
H (2.722, 1.622, -1.338)  0.2199
H (3.425, 0.774, -2.817)  0.2130
H (1.672, 1.200, -2.748)  0.2454
H (4.175, -0.439, -0.846)  0.1963
H (2.886, -0.225, 0.359)  0.2210
H (3.230, -1.838, -0.353)  0.2159
H (1.021, -2.292, -4.110)  0.1936
H (0.817, -0.474, -3.812)  0.2239
C (-1.432, -3.079, 5.173)  -0.2559
O (-0.247, -3.300, 4.384)  -0.4955
C (-0.205, -2.755, 3.136)  0.3317
C (-1.251, -2.002, 2.543)  -0.3141
C (-1.024, -1.345, 1.339)  -0.1489
C (0.240, -1.362, 0.696)  -0.0433
C (0.453, -0.641, -0.600)  0.0438
C (-0.150, 0.629, -0.695)  -0.4200
C (-0.518, 1.227, -1.993)  0.5440
O (-0.296, 0.809, -3.144)  -0.6458
C (-1.256, 2.466, -1.706)  -0.0536
C (-1.444, 2.566, -0.324)  -0.1275
C (-2.329, 3.499, 0.191)  -0.1725
C (-2.949, 4.408, -0.678)  -0.1974
C (-2.652, 4.387, -2.058)  -0.2022
C (-1.804, 3.406, -2.575)  -0.1982
C (-0.630, 1.542, 0.395)  0.5532
O (-0.450, 1.559, 1.612)  -0.5567
C (1.214, -2.211, 1.251)  -0.1890
C (1.021, -2.870, 2.452)  -0.2697
H (-1.196, -3.533, 6.132)  0.2032
H (-1.631, -2.006, 5.289)  0.1852
H (-2.295, -3.575, 4.716)  0.1792
H (-2.218, -1.933, 3.049)  0.2233
H (-1.893, -0.905, 0.852)  0.2197
H (0.434, -1.323, -1.470)  0.2201
H (-2.541, 3.462, 1.258)  0.2299
H (-3.682, 5.122, -0.295)  0.2179
H (-3.122, 5.115, -2.722)  0.2181
H (-1.575, 3.348, -3.635)  0.2287
H (2.128, -2.460, 0.721)  0.2057
H (1.793, -3.464, 2.938)  0.2248



Entry 5:
C13H13N6O3SV | wB97M-V/def2-TZVPD

Kohn-Sham gap (spin up / spin down): 6.452 / 7.239 eV
Charge: +1
LUMO level (spin up / spin down): -0.1987 / -0.1709 Eh
2S+1: 2
Energy relative to the best compared isomer or geometry (same formula, charge and spin): 0.0 kcal per mole
<S²>: 0.80

Last column: natural (NBO) charge in e.
Element x y z (Å)
V (-0.415, 0.483, 0.413)  1.2946
N (-0.909, 3.202, 3.740)  -0.7633
C (-0.491, 2.282, 2.887)  0.3222
S (-1.755, 1.350, 2.022)  -0.0335
N (0.762, 2.016, 2.704)  -0.3635
N (0.949, 0.995, 1.823)  -0.3030
C (2.078, 0.360, 1.907)  0.1852
C (2.412, -0.835, 1.186)  -0.1924
C (3.752, -1.258, 1.172)  -0.1132
C (4.052, -2.479, 0.585)  -0.2149
C (3.073, -3.243, 0.009)  -0.1514
C (1.744, -2.848, 0.028)  -0.2181
C (1.438, -1.655, 0.633)  0.3041
O (0.132, -1.266, 0.708)  -0.5970
H (-1.905, 3.216, 3.903)  0.4158
H (-0.275, 3.665, 4.361)  0.4276
H (2.841, 0.728, 2.596)  0.2298
H (4.514, -0.649, 1.627)  0.2300
H (5.026, -2.880, 0.593)  0.2319
H (3.427, -4.145, -0.453)  0.2337
H (0.899, -3.436, -0.275)  0.2368
O (1.022, 0.596, -1.347)  -0.4640
N (0.872, 1.842, -1.357)  0.4463
O (0.054, 2.221, -0.476)  -0.4355
N (-0.870, -1.455, -2.113)  -0.7739
C (-1.838, -0.484, -2.073)  0.4309
C (-2.791, -0.417, -3.090)  -0.2736
C (-3.798, 0.529, -3.052)  -0.0807
C (-3.813, 1.437, -1.991)  -0.2726
C (-2.881, 1.305, -1.021)  0.0771
N (-1.911, 0.357, -1.022)  -0.5728
H (-0.906, -2.065, -2.914)  0.4071
H (0.044, -1.227, -1.762)  0.4104
H (-2.636, -1.050, -3.926)  0.2291
H (-4.518, 0.554, -3.847)  0.2401
H (-4.506, 2.260, -1.956)  0.2463
H (-2.875, 1.994, -0.226)  0.2248



Entry 6:
C30H34Cl2N7O4PtS | wB97M-V/def2-TZVPD

Kohn-Sham gap (spin up / spin down): 5.496 / 7.424 eV
Charge: -1
LUMO level (spin up / spin down): 0.0827 / 0.0824 Eh
2S+1: 3
<S²>: 2.01

Last column: Mulliken spin population.
Element x y z (Å)
Pt (-1.194, 0.524, -0.025)  1.0383
C (4.863, 2.452, 0.580)  -0.0006
C (5.163, 1.271, -0.285)  -0.0009
C (6.101, 1.344, -1.296)  0.0001
C (6.362, 0.233, -2.082)  0.0002
Cl (7.577, 0.327, -3.320)  0.0000
C (5.666, -0.945, -1.895)  -0.0002
C (4.716, -1.025, -0.889)  -0.0001
C (4.472, 0.063, -0.055)  0.0012
O (3.683, 0.069, 1.041)  -0.0003
C (2.681, -0.901, 1.257)  0.0049
C (1.286, -0.390, 0.819)  -0.0219
O (0.319, -1.141, 1.068)  0.0759
O (1.205, 0.720, 0.277)  0.0642
H (5.350, 3.347, 0.204)  0.0000
H (5.201, 2.266, 1.598)  0.0001
H (3.788, 2.611, 0.614)  0.0003
H (6.632, 2.268, -1.468)  0.0000
H (5.866, -1.803, -2.520)  0.0000
H (4.184, -1.956, -0.765)  -0.0002
H (2.649, -1.065, 2.341)  0.0003
H (2.872, -1.859, 0.767)  0.0021
N (-1.548, 1.160, 2.052)  -0.0361
C (-1.600, 0.350, 2.884)  0.1292
N (-1.749, -0.635, 3.745)  0.0023
C (-2.223, -0.327, 5.083)  0.0068
C (-1.048, 0.160, 5.939)  0.0036
O (0.006, -0.775, 5.949)  0.0005
C (0.447, -1.080, 4.634)  -0.0006
C (-0.693, -1.642, 3.780)  0.0075
H (-2.629, -1.258, 5.492)  0.0010
H (-3.006, 0.433, 5.043)  -0.0028
H (-1.350, 0.290, 6.978)  0.0001
H (-0.699, 1.124, 5.536)  0.0004
H (1.268, -1.790, 4.748)  -0.0003
H (0.819, -0.167, 4.143)  0.0005
H (-1.111, -2.548, 4.231)  0.0004
H (-0.354, -1.847, 2.760)  -0.0027
C (-3.981, 4.333, -2.520)  0.0031
C (-3.896, 2.853, -2.153)  -0.0011
N (-2.791, 2.207, -2.833)  0.0009
C (-1.532, 2.223, -2.353)  0.0246
S (-1.186, 3.040, -0.907)  0.1387
N (-0.566, 1.738, -3.143)  0.0046
C (0.835, 1.729, -2.767)  0.0148
C (1.515, 3.024, -3.190)  -0.0001
H (-4.820, 4.788, -2.000)  0.0003
H (-4.114, 4.456, -3.592)  0.0000
H (-3.063, 4.827, -2.212)  -0.0005
H (-4.814, 2.332, -2.432)  -0.0011
H (-3.732, 2.778, -1.073)  0.0007
H (-3.016, 1.544, -3.562)  -0.0004
H (-0.848, 1.066, -3.841)  0.0010
H (1.310, 0.873, -3.245)  0.0008
H (0.923, 1.620, -1.682)  0.0031
H (1.472, 3.164, -4.268)  0.0001
H (2.555, 2.990, -2.881)  0.0002
H (1.028, 3.868, -2.710)  0.0024
Cl (-3.490, -1.286, -2.820)  0.0042
C (-3.348, -2.117, -1.305)  0.0739
C (-3.259, -3.489, -1.347)  -0.0351
C (-3.142, -4.204, -0.165)  0.0689
C (-3.152, -3.518, 1.044)  -0.0354
C (-3.249, -2.145, 1.073)  0.0376
C (-3.316, -1.375, -0.107)  0.0642
C (-3.328, 0.067, -0.095)  0.1929
H (-3.270, -3.994, -2.301)  -0.0011
H (-3.041, -5.279, -0.200)  0.0047
H (-3.086, -4.066, 1.976)  -0.0013
H (-3.266, -1.629, 2.021)  0.0033
H (-3.748, 0.507, 0.809)  -0.0081
H (-3.784, 0.491, -0.988)  -0.0281
N (-0.602, -0.619, -1.760)  0.0821
C (-0.291, -1.747, -1.744)  0.0626
C (0.144, -3.038, -1.858)  0.0274
C (1.190, -3.483, -1.058)  0.0011
N (2.076, -3.856, -0.417)  0.0094
C (-0.417, -3.903, -2.791)  0.0043
N (-0.867, -4.630, -3.568)  0.0075



Number 1: F_max 1.272 eV Å⁻¹. Number 2: F_max 5.567 eV Å⁻¹. Number 3: F_max 4.721 eV Å⁻¹. Number 4: F_max 3.511 eV Å⁻¹. Number 5: F_max 2.102 eV Å⁻¹. Number 6: F_max 1.712 eV Å⁻¹.